{"formula": "C53H54AsN7RhSSe", "method": "ωB97M-V/def2-TZVPD", "symbols": ["Rh", "C", "C", "N", "N", "C", "N", "S", "C", "C", "C", "C", "C", "N", "H", "H", "H", "H", "H", "H", "H", "H", "H", "C", "C", "C", "C", "C", "C", "As", "C", "C", "C", "C", "C", "C", "C", "C", "C", "C", "C", "C", "H", "H", "H", "H", "H", "H", "H", "H", "H", "H", "H", "H", "H", "C", "C", "C", "C", "C", "C", "N", "C", "C", "C", "C", "C", "C", "H", "H", "H", "H", "H", "H", "H", "H", "H", "H", "C", "C", "C", "C", "N", "C", "Se", "N", "C", "C", "C", "C", "C", "C", "C", "C", "C", "C", "H", "H", "H", "H", "H", "H", "H", "H", "H", "H", "H", "H", "H", "H", "H", "H", "H", "H", "H", "H", "H", "H"], "xyz": [[-0.408778, -0.341087, 1.073915], [-4.190187, -1.939527, 2.355886], [-2.991312, -1.099763, 2.081800], [-1.921895, -1.603844, 1.614400], [-1.903781, -2.942029, 1.389548], [-1.152748, -3.247749, 0.367087], [-0.938360, -4.546275, 0.101417], [-0.472100, -2.063537, -0.681983], [-2.961322, 0.342197, 2.250239], [-3.779864, 1.016815, 3.132013], [-3.691197, 2.394567, 3.204485], [-2.789136, 3.047070, 2.387179], [-1.981667, 2.298262, 1.552896], [-2.063602, 0.967325, 1.478155], [-4.381551, -2.577285, 1.492212], [-5.064633, -1.322175, 2.553939], [-4.006499, -2.599684, 3.208322], [-1.340310, -5.247810, 0.700051], [-0.445002, -4.821465, -0.725565], [-4.458621, 0.464471, 3.767777], [-4.318915, 2.949103, 3.891947], [-2.699992, 4.125882, 2.386465], [-1.260602, 2.777939, 0.910658], [-6.294824, -1.866263, -4.628660], [-6.654187, -0.834827, -3.772742], [-5.728771, -0.312861, -2.873799], [-4.434956, -0.821104, -2.830284], [-4.080374, -1.861301, -3.688950], [-5.001783, -2.374615, -4.592384], [-3.111228, -0.268594, -1.497155], [-1.765443, 0.572537, -2.624464], [-0.798962, -0.053362, -3.402879], [0.117653, 0.711998, -4.116868], [0.080634, 2.101273, -4.027848], [-0.880753, 2.730870, -3.246452], [-1.819978, 1.971556, -2.553009], [-2.933737, 2.512095, -1.731741], [-3.227250, 3.860795, -1.537379], [-4.307676, 4.228541, -0.745339], [-5.099144, 3.257237, -0.138311], [-4.809654, 1.910315, -0.327862], [-3.740650, 1.538626, -1.135093], [-7.021442, -2.277763, -5.319254], [-7.661383, -0.434132, -3.799960], [-6.020351, 0.497365, -2.218958], [-3.077078, -2.273272, -3.651634], [-4.714727, -3.179084, -5.260461], [-0.753371, -1.135096, -3.453769], [0.860343, 0.228577, -4.743229], [0.797169, 2.696731, -4.582090], [-0.899317, 3.813918, -3.188480], [-2.623386, 4.628033, -2.010224], [-4.536352, 5.278373, -0.601537], [-5.940793, 3.549726, 0.479322], [-5.419592, 1.153607, 0.154228], [2.454676, 4.297766, 1.192536], [1.674719, 3.552138, 0.326098], [1.020414, 2.411450, 0.778668], [1.096078, 2.004747, 2.122023], [1.917215, 2.749506, 2.979184], [2.578821, 3.876730, 2.514883], [0.407236, 0.867443, 2.529739], [-0.141304, 0.699949, 3.828209], [-0.409490, -0.591190, 4.296535], [-1.093666, -0.803987, 5.486606], [-1.499582, 0.269124, 6.265644], [-1.201256, 1.556138, 5.836555], [-0.535438, 1.772950, 4.636540], [2.969239, 5.185949, 0.844957], [1.568655, 3.859345, -0.710615], [0.429346, 1.812363, 0.083281], [2.049824, 2.418491, 4.001152], [3.205149, 4.437962, 3.198822], [-0.047886, -1.432684, 3.722064], [-1.303725, -1.818297, 5.810229], [-2.029104, 0.107840, 7.197352], [-1.506933, 2.408110, 6.435000], [-0.357576, 2.786023, 4.297195], [3.711385, -4.933044, 1.089588], [4.431312, -4.314122, -0.110567], [3.623641, -4.394238, -1.406043], [2.371989, -3.518063, -1.412984], [2.721530, -2.092088, -1.479893], [2.760125, -1.215804, -0.457493], [2.008175, -1.502543, 1.241936], [3.341557, -0.087656, -0.902788], [3.706923, 1.110214, -0.129422], [5.198136, 1.135161, 0.191955], [5.611767, 0.118769, 1.255865], [5.081722, 0.474698, 2.651243], [3.620088, -0.218949, -2.262322], [4.159746, 0.673705, -3.183172], [4.270725, 0.230446, -4.487546], [3.862588, -1.062685, -4.859965], [3.336950, -1.945635, -3.937774], [3.225402, -1.490223, -2.628230], [4.367642, -4.958567, 1.961967], [3.406646, -5.961854, 0.869159], [2.822767, -4.363074, 1.371324], [5.376716, -4.836692, -0.266721], [4.682272, -3.267631, 0.104937], [3.307261, -5.429602, -1.569099], [4.254210, -4.112215, -2.253593], [1.778341, -3.666489, -0.516597], [1.746799, -3.743971, -2.276831], [3.116566, 1.121820, 0.777236], [3.430652, 1.975366, -0.725358], [5.433408, 2.140623, 0.553095], [5.767460, 0.976282, -0.730234], [6.702587, 0.076943, 1.283859], [5.261907, -0.882044, 0.971218], [5.196436, 1.545944, 2.847756], [5.628543, -0.069103, 3.425534], [4.023566, 0.223373, 2.758597], [4.473109, 1.671184, -2.895439], [4.681957, 0.892859, -5.238977], [3.961894, -1.372554, -5.893043], [3.013522, -2.937706, -4.229417]], "atomic_forces_ev_per_a": [[0.39, -0.80, -0.39], [-0.05, 0.01, 0.12], [-0.65, 0.23, 0.58], [1.29, 0.19, -0.77], [0.54, -0.22, 0.48], [0.07, 0.02, -0.24], [-0.05, -0.10, 0.04], [-0.36, 0.52, -0.12], [-0.19, -0.15, 0.07], [-0.31, 0.16, 0.13], [-0.14, -0.02, 0.15], [0.01, 0.06, -0.17], [-0.11, 0.08, -0.30], [0.75, -0.03, 0.04], [0.00, 0.02, 0.02], [0.06, -0.03, 0.01], [-0.02, 0.03, -0.06], [-0.07, 0.01, -0.06], [-0.01, -0.03, -0.03], [0.01, 0.02, -0.05], [0.05, -0.04, -0.02], [0.02, -0.08, -0.01], [0.00, 0.00, 0.05], [0.02, 0.01, 0.01], [0.02, -0.02, 0.06], [0.04, -0.06, -0.11], [0.05, -0.05, -0.15], [-0.10, 0.05, 0.00], [0.02, 0.00, 0.04], [-0.55, 0.20, 0.09], [-0.01, 0.02, -0.04], [0.05, 0.06, 0.06], [-0.01, 0.06, 0.05], [-0.04, -0.05, 0.04], [0.05, -0.02, 0.00], [-0.10, 0.07, 0.08], [0.13, 0.02, -0.09], [0.05, 0.00, 0.04], [0.02, -0.04, -0.01], [0.05, -0.04, -0.04], [0.08, 0.05, -0.05], [-0.10, 0.00, -0.03], [0.05, 0.04, 0.02], [0.06, -0.02, 0.00], [-0.02, 0.02, 0.00], [-0.01, -0.02, -0.02], [-0.02, 0.05, 0.04], [-0.02, 0.02, -0.03], [-0.03, 0.02, 0.06], [-0.03, -0.03, 0.04], [-0.02, -0.05, -0.03], [-0.03, -0.04, 0.04], [0.01, -0.06, -0.02], [0.04, -0.01, -0.03], [-0.02, 0.01, -0.01], [0.06, 0.07, 0.02], [-0.15, -0.13, -0.09], [0.04, 0.04, 0.12], [-0.51, -0.44, 0.01], [0.17, 0.17, 0.02], [-0.03, -0.14, 0.07], [-0.30, -0.19, 0.90], [0.16, 0.31, -0.42], [0.10, -0.02, 0.08], [0.08, -0.06, -0.13], [-0.04, 0.09, 0.01], [0.06, 0.05, -0.06], [-0.12, 0.10, -0.02], [-0.06, -0.05, 0.05], [0.01, -0.09, 0.06], [-0.05, 0.06, -0.17], [-0.02, 0.06, 0.00], [-0.01, -0.04, -0.02], [-0.08, -0.13, -0.09], [0.07, 0.06, -0.03], [0.04, 0.01, -0.06], [0.04, -0.04, -0.04], [0.03, -0.01, 0.06], [0.04, 0.01, -0.04], [-0.15, -0.04, 0.08], [0.03, 0.09, 0.04], [0.24, 0.04, 0.00], [-0.13, -0.43, -0.14], [-0.20, -0.07, -0.44], [-0.41, 0.60, 0.53], [-0.04, 0.39, 0.02], [0.36, -0.25, -0.11], [-0.01, -0.15, -0.03], [-0.09, 0.13, 0.16], [0.03, -0.06, -0.07], [0.11, 0.24, 0.30], [0.03, 0.10, -0.02], [-0.02, -0.04, 0.04], [0.02, 0.07, 0.00], [-0.05, -0.08, -0.08], [-0.09, -0.31, 0.15], [-0.05, 0.00, -0.05], [0.04, 0.09, 0.03], [0.04, -0.06, -0.03], [0.03, 0.06, 0.00], [0.04, -0.07, -0.01], [0.01, 0.05, -0.03], [-0.01, -0.08, -0.02], [-0.01, 0.05, 0.04], [-0.05, 0.08, -0.02], [-0.08, -0.05, 0.07], [-0.08, -0.02, -0.04], [0.00, -0.01, -0.07], [0.00, 0.04, 0.06], [-0.03, -0.04, -0.03], [0.10, 0.03, 0.02], [0.03, -0.10, 0.00], [-0.07, 0.03, -0.07], [0.04, 0.07, -0.02], [-0.03, -0.10, -0.03], [-0.02, -0.04, 0.03], [0.00, 0.03, 0.06], [0.05, 0.06, 0.03]], "mulliken_charge": [0.5381, -1.8938, -0.1881, 1.6725, -1.9262, 0.1665, -0.3048, -0.4897, 1.2660, -1.0793, -1.0366, -1.3556, -1.0909, 2.5041, 0.4231, 0.6251, 0.3088, 0.2247, 0.2148, 0.5727, 0.5034, 0.4877, 0.5620, -0.4801, -0.7353, -0.1566, 0.5016, -0.2886, -0.7570, 0.9125, 0.3286, -0.5924, -0.6711, -1.1154, -0.3830, 0.7003, 0.3959, -0.5319, -0.8801, -1.1484, -0.0010, -0.5003, 0.3759, 0.4070, 0.2931, 0.2488, 0.3955, 0.3594, 0.4546, 0.4307, 0.4118, 0.4359, 0.4318, 0.4586, 0.5625, -0.9572, -1.0929, -0.1646, 0.3066, 0.0393, -0.9856, 1.2642, -0.1742, -0.4904, -0.6825, -0.6834, -0.8153, -0.1940, 0.4351, 0.6384, 0.2664, 0.6152, 0.4625, 0.2708, 0.4714, 0.4238, 0.4206, 0.5560, -1.0811, 0.2124, -0.9281, -0.7820, 1.6194, -0.5481, -0.3180, 1.1572, -0.3578, -0.7643, 0.0585, -0.9601, 0.7489, -0.9242, -0.8645, -0.9225, -0.7875, 0.2081, 0.3697, 0.3347, 0.0997, 0.4220, -0.2514, 0.5117, 0.4028, -0.0674, 0.5289, -0.8480, 0.4737, 0.4873, 0.3840, 0.4777, -0.2712, 0.2937, 0.4374, 0.0517, 0.5176, 0.4539, 0.4312, 0.4962], "gap_ev": [5.34, 5.34], "fmax_ev_per_a": 1.520, "charge": 1, "e_tot_ev": -206292.6943, "relative_energy_kj_mol": 263.2}